Record 1
Entry from OMol25: C28H49N2OP3RuSe as an isolated structure (ωB97M-V/def2-TZVPD).

Each line ends with the Mulliken spin population.
Atoms and positions in Å:
1 Ru 0.21414 0.67981 -1.43557  2.598
2 P 0.46041 2.04126 0.29535  0.120
3 P -2.12324 0.60297 -1.25280  0.095
4 P 2.32901 -0.01123 -1.68586  0.023
5 H -1.41618 -1.91942 -3.77659  0.005
6 C -0.45600 -2.30979 -3.36718  0.073
7 C 0.01322 -2.09445 -2.11889  -0.015
8 H -0.39897 -1.23880 -1.52714  0.030
9 C 0.70565 3.79251 -0.17800  0.044
10 C -0.82477 2.17299 1.60821  0.013
11 C 1.85088 1.74745 1.46646  0.027
12 C -2.78397 -0.34719 -2.68157  0.061
13 C -2.58639 -0.27182 0.29328  0.008
14 C -3.01204 2.21567 -1.27607  0.032
15 C 2.70328 -1.22517 -2.97981  0.044
16 C 2.93853 -0.81304 -0.15585  0.085
17 C 3.62900 1.23687 -1.99864  0.025
18 H 0.06370 -2.97445 -4.08083  0.006
19 H 0.68170 -2.78516 -1.54983  -0.009
20 H 0.89302 4.34540 0.74940  0.001
21 H -0.17583 4.20077 -0.68283  -0.005
22 H 1.56599 3.89336 -0.84734  0.002
23 H -0.54455 2.96765 2.30945  -0.001
24 H -0.91126 1.24590 2.18345  -0.001
25 H -1.82019 2.40731 1.23104  0.005
26 H 1.83115 2.53102 2.23273  -0.001
27 H 2.83212 1.77753 0.98942  0.003
28 H 1.75286 0.77925 1.97271  -0.014
29 H -3.88503 -0.35967 -2.69435  0.006
30 H -2.42983 -1.38614 -2.68969  -0.006
31 H -2.42287 0.15408 -3.59516  -0.009
32 H -3.34781 0.26221 0.90341  0.009
33 H -1.65695 -0.39960 0.88817  0.046
34 H -2.98877 -1.26359 0.03658  0.003
35 H -4.04777 2.08646 -0.92631  -0.001
36 H -3.04844 2.58727 -2.30998  0.000
37 H -2.51637 2.96587 -0.64143  0.000
38 H 3.76202 -1.49804 -3.00513  0.004
39 H 2.36956 -0.83524 -3.94545  -0.014
40 H 2.13278 -2.13695 -2.80601  -0.001
41 H 3.61408 -1.63687 -0.43606  0.004
42 H 2.10513 -1.19511 0.46099  -0.031
43 H 3.49366 -0.08321 0.45122  0.001
44 H 4.56812 0.71743 -2.22469  0.004
45 H 3.78473 1.88560 -1.13267  0.001
46 H 3.37234 1.88595 -2.84159  -0.008
47 C 0.69178 1.31296 -4.93377  0.045
48 C 0.45337 -0.02285 -5.19646  0.016
49 C 0.75466 -0.55989 -6.45120  -0.004
50 C 1.16830 0.32005 -7.46485  0.025
51 C 1.44881 1.66489 -7.15298  -0.004
52 C 1.22265 2.18804 -5.87652  0.008
53 Se -0.22336 2.15127 -3.34072  0.547
54 H 1.04976 2.22116 -2.05987  0.016
55 H 0.00958 -0.59781 -4.38151  0.068
56 H 0.66344 -1.62880 -6.61421  0.000
57 H 1.25659 0.02353 -8.51554  0.001
58 H 1.81552 2.33199 -7.92063  0.001
59 H 1.32923 3.23574 -5.59695  -0.001
60 C -0.43200 -1.52779 6.43624  -0.009
61 N 0.27017 -1.56286 5.18719  0.336
62 N -0.37809 -1.48004 4.01096  0.130
63 C 0.56401 -1.40122 3.00363  0.008
64 O 0.25733 -1.29019 1.80150  0.375
65 C 1.84256 -1.43017 3.66402  0.181
66 C 1.60983 -1.49625 5.00619  -0.073
67 C 2.55142 -1.38129 6.14665  0.009
68 C -1.79874 -1.44068 3.85045  -0.003
69 C -2.55497 -0.39416 4.40377  0.019
70 C -3.94175 -0.36566 4.20785  -0.005
71 C -4.58464 -1.37941 3.48281  0.014
72 C -3.82871 -2.43517 2.97367  -0.005
73 C -2.44454 -2.45921 3.13232  0.019
74 H 0.11641 -2.11133 7.17647  0.008
75 H -1.42109 -1.97377 6.33874  0.009
76 H -0.53053 -0.51679 6.84569  0.021
77 H 2.80401 -1.40664 3.17009  -0.003
78 H 2.31727 -0.57144 6.85043  -0.005
79 H 2.58971 -2.27373 6.78468  -0.007
80 H 3.56304 -1.19240 5.76731  -0.001
81 H -2.07179 0.39345 4.99742  -0.002
82 H -4.53283 0.46376 4.61819  0.000
83 H -5.66332 -1.31257 3.28464  0.000
84 H -4.34872 -3.21879 2.42958  0.000
85 H -1.86421 -3.27358 2.70615  0.000

Computed properties:
- 2S+1 = 6
- LUMO energy (spin up / spin down) (eV) = -7.402 / -11.152
- HOMO level (spin up / spin down) (eV) = -14.0 / -16.5
- <S²> = 8.810
- charge = +3
- energy relative to the best compared isomer or geometry (same formula, charge and spin) (eV) = 0.733


Record 2
Entry from OMol25: a 6-piece molecular cluster, C26H37N9OP overall (ωB97M-V/def2-TZVPD).

Each line ends with the Löwdin charge.
Atoms and positions in Å:
1 N 4.52575 0.62279 -0.58144  -0.024
2 C 3.83719 -0.68390 -0.88058  -0.266
3 C 2.77307 -0.62098 -2.08006  -0.126
4 C 1.28286 -0.19675 -1.59147  -0.151
5 C 1.25517 0.95992 -0.55016  0.124
6 C -0.23194 1.33189 -0.17640  0.085
7 C -1.23100 0.44719 -0.94733  -0.205
8 N -2.68176 0.74988 -0.69445  0.075
9 N -0.99115 -0.61069 -1.85472  -0.185
10 P -2.33037 -1.52883 -2.65291  0.803
11 O -1.85388 -2.85913 -3.23404  -0.398
12 N 0.26285 -0.93968 -2.18326  0.114
13 H 4.06384 1.37160 -1.12875  0.052
14 H 4.25512 0.83311 0.40266  0.070
15 H 3.32452 -1.14919 0.02509  0.097
16 H 4.67351 -1.40249 -1.22566  0.130
17 H 2.73602 -1.68211 -2.53356  0.126
18 H 3.09773 0.08105 -2.93672  0.132
19 H 2.14905 1.51047 -0.12041  0.115
20 H -0.49419 2.17060 0.55046  0.132
21 H -2.72507 1.59862 -0.11027  0.085
22 H -3.06047 1.02511 -1.62503  0.090
23 H -3.37424 -1.71409 -1.69200  0.047
24 H -2.80209 -0.62883 -3.68988  0.049
25 N -4.08546 0.55302 2.36836  -0.018
26 C -4.25727 -0.49242 3.23738  -0.140
27 C -5.09286 -0.07345 4.24296  -0.100
28 C -5.44341 1.27223 3.96884  -0.102
29 C -4.81013 1.63172 2.80525  -0.149
30 H -3.51693 0.53202 1.53876  0.086
31 H -3.77024 -1.44044 3.06591  0.105
32 H -5.41735 -0.66968 5.08265  0.098
33 H -6.08854 1.90698 4.55786  0.098
34 H -4.81116 2.55916 2.25211  0.100
35 N 2.54961 -4.27453 1.94363  -0.012
36 C 2.71997 -5.40113 1.18282  -0.120
37 C 2.19544 -5.15544 -0.06228  -0.089
38 C 1.69477 -3.82966 -0.05576  -0.118
39 C 1.92968 -3.30960 1.19412  -0.163
40 H 2.83647 -4.17123 2.90375  0.136
41 H 3.19698 -6.27816 1.59311  0.121
42 H 2.17526 -5.85219 -0.88691  0.100
43 H 1.21585 -3.31289 -0.87534  0.073
44 H 1.70877 -2.33951 1.61456  0.098
45 N -2.14714 4.96506 -1.90124  -0.027
46 C -1.99137 3.83688 -2.66455  -0.196
47 C -2.52663 4.08861 -3.90461  -0.096
48 C -3.01800 5.41672 -3.89056  -0.081
49 C -2.76766 5.93348 -2.64322  -0.112
50 H -1.85055 5.06629 -0.94404  0.147
51 H -1.51502 2.95600 -2.25953  0.073
52 H -2.55947 3.39376 -4.73103  0.096
53 H -3.50075 5.93772 -4.70368  0.104
54 H -2.97796 6.90404 -2.22048  0.119
55 N 1.31753 -5.90277 4.20428  -0.011
56 C 2.07035 -5.97289 5.34737  -0.147
57 C 1.81252 -7.17908 5.95094  -0.108
58 C 0.87433 -7.86470 5.14016  -0.106
59 C 0.58940 -7.05458 4.06834  -0.137
60 H 1.30240 -5.12537 3.56316  0.103
61 H 2.72148 -5.15981 5.63225  0.101
62 H 2.25143 -7.52978 6.87316  0.094
63 H 0.45445 -8.84313 5.32047  0.095
64 H -0.06753 -7.19725 3.22372  0.108
65 N 1.92683 4.74188 -3.03031  -0.007
66 C 3.05335 5.46843 -3.31539  -0.140
67 C 2.76166 6.79560 -3.11929  -0.101
68 C 1.41146 6.87365 -2.69489  -0.098
69 C 0.92205 5.59145 -2.64602  -0.142
70 H 1.84942 3.74058 -3.09309  0.129
71 H 3.96152 4.97935 -3.63378  0.107
72 H 3.44449 7.61946 -3.26416  0.098
73 H 0.85916 7.76932 -2.45155  0.095
74 H -0.05168 5.21078 -2.37334  0.062

Computed properties:
- LUMO energy (eV) = -5.898
- HOMO level (eV) = -9.9
- charge = +1
- energy relative to the best compared isomer or geometry (same formula, charge and spin) (eV) = 4.624


Record 3
Entry from OMol25: one molecule with the formula C6H8N2OS (ωB97M-V/def2-TZVPD).

Each line ends with the Löwdin charge.
Atoms and positions in Å:
1 C -1.06169 0.43857 -0.04330  -0.375
2 C 3.58799 1.72998 0.10370  -0.288
3 C -2.10392 1.08435 -0.86592  -0.683
4 C 2.24342 -0.59395 -0.11680  0.092
5 C 1.30607 0.56759 0.08448  -0.258
6 C -1.29516 -0.75658 0.87227  -0.039
7 N 0.14721 1.00768 -0.17176  0.170
8 N 2.56457 0.87144 0.07921  0.064
9 O 4.72693 1.35900 0.23291  0.090
10 S -3.30940 1.76017 0.30579  0.468
11 H 3.10565 2.70126 0.09734  0.147
12 H -1.44717 1.97654 -1.39236  0.123
13 H -2.45198 0.34190 -1.53172  0.045
14 H 2.45916 -1.16204 0.78665  0.110
15 H 2.42326 -1.09107 -1.03358  0.102
16 H -1.80007 -1.64708 0.36348  0.114
17 H -2.03125 -0.56356 1.73288  0.099
18 H -0.37735 -1.04353 1.22561  0.020

Computed properties:
- LUMO energy (spin up / spin down) (eV) = -1.192 / -1.797
- HOMO level (spin up / spin down) (eV) = -7.9 / -7.0
- charge = 0
- energy relative to the best compared isomer or geometry (same formula, charge and spin) (eV) = 5.768


Record 4
Entry from OMol25: a 2-piece molecular cluster, C4H6N2O overall (ωB97M-V/def2-TZVPD).

Each line ends with the Löwdin charge.
Atoms and positions in Å:
1 N 0.29927 0.77544 -1.83177  -0.064
2 C 0.39027 -0.03176 -0.64036  -0.391
3 C -0.01815 0.88971 0.45572  -0.415
4 O 0.07197 2.11966 0.28918  0.064
5 N -0.54073 0.19544 1.47869  0.124
6 C -0.65134 -1.17267 1.09993  -0.082
7 C -0.20762 -1.34675 -0.15633  -0.008
8 H 0.87792 0.26861 -2.53093  0.051
9 H 1.48133 -0.05162 -0.61771  0.157
10 H 0.35125 1.91922 -1.03789  0.192
11 H -0.89738 0.61392 2.32106  0.159
12 H -1.01178 -1.88183 1.83854  0.115
13 H -0.14500 -2.29736 -0.66813  0.100

Computed properties:
- LUMO energy (eV) = 0.718
- HOMO level (eV) = -7.9
- charge = 0
- energy relative to the best compared isomer or geometry (same formula, charge and spin) (eV) = 3.171


Record 5
Entry from OMol25: a 2-piece molecular cluster, C2H9N3O overall (ωB97M-V/def2-TZVPD).

Each line ends with the Löwdin charge.
Atoms and positions in Å:
1 H -0.02200 -1.76121 -0.94377  0.038
2 N 0.57890 -0.96278 -1.15607  0.067
3 C 0.85942 -0.46702 0.00125  -0.596
4 N 1.32061 -1.19540 1.05493  0.127
5 N 0.59898 0.84541 0.38826  -0.022
6 C 0.15720 1.83460 -0.58913  -0.104
7 H 1.68019 -0.89062 1.94222  0.093
8 H 1.34333 -2.19192 0.96130  0.095
9 H 1.18713 1.28898 1.07400  0.113
10 H -0.85800 2.24424 -0.48672  0.071
11 H 0.13399 1.28174 -1.53442  0.066
12 H 0.79717 2.71997 -0.53229  0.077
13 O -2.70173 -1.31122 -0.19858  -0.066
14 H -3.09951 -0.70927 0.45508  0.043
15 H -1.97567 -0.72549 -0.43605  -0.002

Computed properties:
- LUMO energy (eV) = 0.705
- HOMO level (eV) = -8.6
- charge = 0
- energy relative to the best compared isomer or geometry (same formula, charge and spin) (eV) = 1.479
- SMILES string = [H]/N=C(\N)NC.O


| no. | molar mass (g/mol) |
| --- | --- |
| 1 | 702.7 |
| 2 | 522.6 |
| 3 | 156.2 |
| 4 | 98.1 |
| 5 | 91.1 |